{
  "formula": "C33H49ClGeN8Sb2SeTl",
  "method": "ωB97M-V with the def2-TZVPD basis set",
  "elements": ["Tl", "C", "Sb", "C", "C", "C", "C", "C", "C", "C", "C", "C", "Sb", "C", "C", "H", "H", "H", "H", "H", "H", "H", "H", "H", "H", "H", "H", "H", "H", "H", "H", "H", "H", "H", "H", "N", "C", "C", "C", "N", "C", "N", "N", "C", "C", "C", "C", "C", "C", "C", "H", "H", "H", "H", "H", "C", "Ge", "C", "C", "C", "Se", "C", "H", "H", "H", "H", "H", "H", "H", "H", "H", "H", "H", "H", "H", "H", "Cl", "C", "C", "C", "C", "N", "C", "N", "N", "N", "H", "H", "H", "H", "H", "H", "H", "H", "H", "H"],
  "positions_angstrom": [[0.40352, -0.08380, -1.11461], [2.30400, -1.21229, 3.09236], [0.60983, -0.01407, 2.51704], [-0.68667, -0.96459, 3.93824], [1.27117, 1.55528, 3.91974], [0.41656, 2.77362, 4.08733], [-0.89116, 2.62296, 4.56133], [-1.73683, 3.70151, 4.74057], [-1.28621, 4.98825, 4.46360], [0.00583, 5.15702, 4.01139], [0.85887, 4.06847, 3.81421], [2.21681, 4.32757, 3.27697], [2.33221, 4.41730, 1.11952], [4.37595, 4.97836, 0.85153], [1.43623, 5.77490, -0.23452], [2.43167, -1.15198, 4.17271], [3.20862, -0.86676, 2.59330], [2.11619, -2.24860, 2.81284], [-0.31858, -0.79056, 4.94849], [-0.68566, -2.03226, 3.72487], [-1.70708, -0.59919, 3.83687], [2.30183, 1.77833, 3.64604], [1.29061, 0.99885, 4.85914], [-1.24622, 1.62674, 4.79267], [-2.74292, 3.54207, 5.10588], [-1.93563, 5.84203, 4.60112], [0.37211, 6.15703, 3.80019], [2.95627, 3.56484, 3.51676], [2.61357, 5.29755, 3.58085], [4.50464, 6.01479, 1.16731], [4.62608, 4.88619, -0.20377], [5.02636, 4.33378, 1.43913], [2.15237, 6.55884, -0.46941], [0.53311, 6.17516, 0.21774], [1.17809, 5.20703, -1.12716], [0.07898, 3.73628, 1.16888], [-0.84010, 3.26468, 0.63459], [-1.92363, 2.76643, -0.05922], [-2.71504, 1.70197, 0.42781], [-3.37860, 0.82982, 0.79421], [-2.23947, 3.39882, -1.29185], [-2.46874, 3.90424, -2.30221], [2.10833, -1.89110, -0.17909], [2.45128, -2.96790, 0.02824], [2.86682, -4.31145, 0.29834], [4.11749, -4.54405, 0.86946], [4.51795, -5.84614, 1.11077], [3.67759, -6.90275, 0.78581], [2.42974, -6.66622, 0.22377], [2.01743, -5.36917, -0.02340], [4.75694, -3.70848, 1.12062], [5.48684, -6.03662, 1.55120], [3.99726, -7.91931, 0.97260], [1.77906, -7.49369, -0.02311], [1.04910, -5.16482, -0.46058], [-1.57818, -0.69620, -4.27258], [-0.10467, 0.13570, -5.26910], [-0.66221, 0.43189, -7.11834], [0.57012, 1.81552, -4.52829], [1.32801, -1.22094, -5.27170], [2.04369, -1.76008, -3.53401], [3.39282, -0.37310, -3.33861], [-2.33935, 0.02986, -3.98791], [-1.19628, -1.18394, -3.37304], [-2.03813, -1.45474, -4.90774], [-1.45398, 1.18154, -7.14270], [-1.05140, -0.49054, -7.54981], [0.16478, 0.78473, -7.73347], [-0.19411, 2.58552, -4.63630], [1.45697, 2.12260, -5.08353], [0.82718, 1.74240, -3.47103], [2.17734, -0.92813, -5.89001], [0.92551, -2.14200, -5.69796], [2.93470, 0.60020, -3.17267], [4.00623, -0.34931, -4.23566], [4.00869, -0.64189, -2.48348], [2.71778, 2.27594, 0.26358], [-5.30118, -1.99216, -1.47703], [-5.48648, -2.87933, -0.24791], [-5.76901, -2.03959, 0.99465], [-4.31241, -3.83408, -0.00413], [-3.02089, -3.15731, 0.07088], [-2.28119, -2.59717, -0.88706], [-1.22626, -2.05729, -0.32668], [-1.32763, -2.31355, 0.99353], [-2.39287, -2.97369, 1.23956], [-6.23749, -1.48462, -1.70714], [-5.01682, -2.57093, -2.36020], [-4.55142, -1.21767, -1.29920], [-6.34162, -3.53572, -0.43332], [-4.91126, -1.41289, 1.24942], [-6.00048, -2.67165, 1.85343], [-6.62103, -1.38193, 0.82164], [-4.25283, -4.59895, -0.77836], [-4.43557, -4.32317, 0.96034], [-2.52384, -2.58825, -1.93522]],
  "lowdin_charge": [0.544, -0.332, 1.234, -0.341, -0.319, -0.280, -0.041, -0.059, -0.071, -0.060, -0.322, -0.238, 1.274, -0.298, -0.225, 0.012, 0.000, -0.008, 0.009, -0.008, -0.001, 0.033, 0.064, 0.098, 0.110, 0.108, 0.115, 0.062, 0.079, 0.021, 0.016, 0.015, 0.024, 0.024, 0.029, 0.048, -0.171, -0.286, -0.242, 0.163, -0.238, 0.142, 0.099, -0.140, -0.217, -0.020, -0.058, -0.056, -0.058, -0.019, 0.123, 0.113, 0.113, 0.112, 0.119, -0.222, 0.738, -0.213, -0.214, -0.603, 0.776, -0.403, 0.032, -0.053, 0.030, 0.025, 0.022, 0.024, 0.025, 0.029, -0.045, 0.021, 0.015, -0.001, 0.029, 0.019, 0.074, -0.076, -0.405, -0.071, -0.099, -0.080, -0.138, -0.068, -0.028, 0.094, 0.087, 0.079, 0.066, 0.138, 0.050, 0.081, 0.085, 0.131, 0.127, 0.128],
  "total_charge": 1,
  "e_above_lowest_ev": 0.411,
  "orbital_gap_ev": 7.59
}


{
  "formula": "C4H3NS",
  "method": "ωB97M-V with the def2-TZVPD basis set",
  "elements": ["C", "C", "C", "C", "H", "H", "H", "N", "S"],
  "positions_angstrom": [[1.61825, 0.03904, -1.61216], [0.38948, 0.44541, -1.24561], [-0.23439, 0.09115, -0.05469], [0.49972, -0.79938, 0.81968], [2.03035, 0.31851, -2.57557], [2.21102, -0.51307, -0.88418], [-0.13905, 1.04487, -1.94544], [1.25518, -1.45994, 1.39685], [-1.65794, 0.66949, 0.51150]],
  "nbo_charge": [-0.249, -0.284, -0.236, 0.232, 0.214, 0.214, 0.233, -0.267, 0.144],
  "e_above_lowest_ev": 0.264,
  "orbital_gap_ev": 7.72
}


{
  "formula": "C6H9NP",
  "method": "ωB97M-V with the def2-TZVPD basis set",
  "elements": ["C", "C", "C", "C", "C", "C", "N", "P", "H", "H", "H", "H", "H", "H", "H", "H", "H"],
  "positions_angstrom": [[0.27065, -0.00794, 0.51752], [1.77742, -1.85514, -0.23573], [-0.79831, -0.58260, 0.84617], [-2.22539, -0.18949, -1.20327], [2.78607, 1.54088, 0.64823], [-2.11696, -0.80833, 0.20951], [2.19520, -0.81464, -0.63370], [1.54830, 0.76861, -0.42590], [-0.75737, -0.81050, 1.94425], [-1.74523, 0.82409, -1.30378], [-3.30206, -0.17669, -1.65917], [-1.72051, -0.70913, -2.06605], [3.75431, 1.73784, -0.03670], [3.14431, 0.72917, 1.49257], [2.29023, 2.46380, 1.12592], [-2.29498, -1.90852, 0.08740], [-2.80568, -0.20143, 0.69273]],
  "nbo_charge": [0.064, 0.432, -0.280, -0.645, -0.988, -0.431, -0.865, 1.219, 0.348, 0.212, 0.261, 0.231, 0.316, 0.296, 0.293, 0.276, 0.261],
  "total_charge": 1,
  "e_above_lowest_ev": 2.909,
  "orbital_gap_ev": 8.23
}


{
  "formula": "C5H12N2O",
  "method": "ωB97M-V with the def2-TZVPD basis set",
  "elements": ["C", "C", "C", "N", "N", "C", "C", "O", "H", "H", "H", "H", "H", "H", "H", "H", "H", "H", "H", "H"],
  "positions_angstrom": [[-1.25635, -0.79279, 0.24397], [-1.19711, -2.03673, -0.61189], [2.32595, 1.42379, -1.09069], [0.35221, -0.31314, 0.48321], [-1.62764, -1.06411, 1.57729], [0.54957, 1.04485, 0.66649], [1.36388, 1.85649, -0.02646], [-2.02938, 0.16891, -0.36790], [-2.37508, 0.78167, 0.29323], [0.96037, -0.65463, -0.25481], [-0.77905, -1.53695, 1.95950], [-1.74106, -0.21919, 2.13180], [-0.10903, 1.48192, 1.41257], [1.35819, 2.90848, 0.21366], [-2.17055, -2.51547, -0.60631], [-0.94668, -1.76237, -1.64117], [-0.45518, -2.72829, -0.21737], [2.06721, 1.87014, -2.05016], [3.34490, 1.74123, -0.85932], [2.36483, 0.34616, -1.25566]],
  "nbo_charge": [0.579, -0.646, -0.644, -0.716, -0.856, -0.011, -0.267, -0.690, 0.476, 0.356, 0.390, 0.355, 0.167, 0.200, 0.233, 0.225, 0.219, 0.216, 0.217, 0.196],
  "e_above_lowest_ev": 2.155,
  "orbital_gap_ev": 8.66
}


{
  "formula": "C3H8N2S2",
  "method": "ωB97M-V with the def2-TZVPD basis set",
  "elements": ["C", "C", "C", "H", "H", "H", "H", "H", "H", "H", "H", "N", "N", "S", "S"],
  "positions_angstrom": [[-1.84880, -0.89467, 1.74408], [0.18298, -1.57162, -0.05548], [1.12943, 0.94720, -1.06322], [-2.98968, -0.56771, 1.88080], [-0.95175, -0.26781, 1.94977], [-1.80587, -1.89110, 2.26902], [0.19048, -1.80105, -1.13604], [0.40807, -2.42592, 0.57230], [2.06662, 2.99874, -1.28789], [0.94246, 2.83945, 0.55892], [0.95508, 1.13755, -2.92179], [1.43564, 2.36095, -0.65814], [0.96967, 0.45086, -2.21408], [-1.72462, -1.32732, -0.03883], [1.04031, 0.01245, 0.40060]],
  "nbo_charge": [-0.764, -0.646, 0.282, 0.242, 0.233, 0.211, 0.268, 0.235, 0.420, 0.435, 0.351, -0.947, -0.697, 0.145, 0.233],
  "e_above_lowest_ev": 3.472,
  "orbital_gap_ev": 8.63
}


{
  "formula": "BrNa2",
  "method": "ωB97M-V with the def2-TZVPD basis set",
  "elements": ["Na", "Na", "Br"],
  "positions_angstrom": [[9.87599, -2.73009, -9.55401], [7.99044, -4.67329, -7.62285], [7.40709, -1.91792, -8.24686]],
  "lowdin_spin": [0.446, 0.438, 0.117],
  "s_squared": 0.751,
  "multiplicity": 2,
  "orbital_gap_ev": [3.94, 8.53]
}